(1)
The following is a quantum chemistry calculation of C9H17Cl2NO2Sn as an isolated structure at a distorted geometry, from the OMol25 dataset.

highest occupied orbital energy (spin up / spin down)	-0.2497 / -0.2499	Eh
orbital gap (spin up / spin down)	6.586 / 6.593	eV
LUMO energy (spin up / spin down)	-0.21 / -0.21	eV
ΔE to the lowest compared entry with this formula, charge and spin	355.7	kJ/mol

```
32
Properties=species:S:1:pos:R:3:nbo_charge:R:1
Sn 1.55 -0.48 0.29 1.68
Cl 0.36 -2.43 -0.19 -0.52
Cl 2.15 -1.11 2.53 -0.60
C 3.62 -0.51 0.34 -1.10
H 3.87 0.60 0.31 0.17
H 3.94 -0.62 -0.72 0.16
C -0.48 1.27 -0.98 0.02
C 0.62 0.68 -1.39 -0.51
H -0.40 2.00 -0.19 0.24
C 0.68 -0.29 -2.58 -0.46
H 1.64 1.16 -1.23 0.29
C -0.61 -0.24 -3.40 -0.39
H 1.59 -0.19 -3.20 0.23
H 0.74 -1.29 -2.10 0.24
C -1.80 -0.26 -2.42 -0.40
H -0.61 0.70 -3.96 0.19
H -0.66 -1.06 -4.14 0.22
C -1.83 0.99 -1.50 -0.47
H -2.74 -0.33 -2.99 0.21
H -1.72 -1.16 -1.79 0.22
H -2.26 1.85 -2.08 0.24
H -2.53 0.84 -0.67 0.23
N -0.58 -0.99 3.73 -0.70
C -0.74 0.47 3.60 -0.34
C -0.26 0.86 2.18 0.79
O 0.29 1.95 1.97 -0.63
O -0.39 -0.10 1.30 -0.83
H -0.77 -1.41 2.81 0.48
H -1.17 -1.41 4.45 0.42
H 0.41 -1.21 3.92 0.47
H -1.78 0.75 3.77 0.23
H -0.10 0.96 4.32 0.25
```

(2)
The following is a quantum chemistry calculation of C37H27N4O9V as an isolated structure at a distorted geometry, from the OMol25 dataset.

<S²>	2.0118
highest occupied orbital energy (spin up / spin down)	-0.0684 / -0.0668	Eh
spin multiplicity	3
orbital gap (spin up / spin down)	6.166 / 6.122	eV
LUMO energy (spin up / spin down)	4.30 / 4.30	eV
ΔE to the lowest compared entry with this formula, charge and spin	0.0	kJ/mol
net charge	-2

```
78
Properties=species:S:1:pos:R:3:lowdin_charge:R:1
V 1.25 0.73 -1.32 1.01
O 2.98 1.14 -2.00 -0.15
C 4.08 1.24 -1.31 -0.33
C 5.27 1.26 -2.12 -0.01
C 6.50 1.42 -1.54 -0.13
C 6.64 1.68 -0.18 -0.13
C 5.48 1.91 0.55 -0.06
C 4.19 1.67 0.01 -0.11
C 3.00 2.17 0.74 -0.09
N 1.81 2.00 0.43 0.00
C 0.81 2.72 1.28 -0.13
C 0.05 1.63 2.07 -0.16
N -1.19 1.19 1.50 -0.03
C -0.93 0.14 -0.68 -0.12
C -1.75 1.26 -1.37 -0.13
C -3.13 1.22 -1.61 -0.05
C -3.65 2.04 -2.62 -0.16
C -2.88 2.90 -3.34 -0.13
C -1.51 2.92 -3.13 -0.03
C -0.93 2.17 -2.13 -0.35
O 0.37 2.31 -1.90 -0.20
H 5.16 1.06 -3.20 0.12
H 7.34 1.25 -2.20 0.09
H 7.63 1.83 0.19 0.08
H 5.62 2.20 1.55 0.08
H 3.24 2.83 1.55 0.11
H 0.06 3.21 0.65 0.12
H 1.31 3.48 2.00 0.13
H -0.07 2.03 3.08 0.10
H 0.70 0.71 2.17 0.15
H -1.06 -0.83 -1.19 0.11
H -3.80 0.65 -0.98 0.09
H -4.76 2.04 -2.61 0.09
H -3.41 3.42 -4.14 0.09
H -0.93 3.59 -3.69 0.09
O 2.63 -2.78 0.30 0.02
C 2.09 -1.98 -0.45 -0.48
O 1.92 -0.69 -0.16 -0.16
C 1.53 -2.61 -1.82 0.00
C 1.55 -4.00 -1.88 0.06
C 1.02 -4.73 -2.97 -0.15
C 0.46 -3.99 -4.01 0.04
C 0.43 -2.65 -4.03 -0.07
C 0.97 -1.87 -2.91 -0.28
O 0.89 -0.63 -2.85 -0.06
N -0.32 -1.97 -5.07 -0.36
O -1.23 -2.65 -5.58 0.02
O -0.03 -0.87 -5.42 0.11
N 1.02 -6.16 -2.97 -0.39
O 1.45 -6.74 -2.00 0.05
O 0.52 -6.77 -3.93 0.01
H 2.16 -4.55 -1.19 0.11
H -0.03 -4.55 -4.81 0.13
C -1.29 -2.59 5.33 -0.14
C -1.44 -1.27 5.07 -0.12
C -1.47 -0.78 3.80 -0.02
C -1.32 -1.65 2.67 -0.16
C -1.15 -3.03 2.99 -0.04
C -1.11 -3.48 4.29 -0.10
C -1.22 -1.22 1.28 -0.04
C -1.14 -0.04 0.74 -0.30
C -2.41 1.72 1.96 -0.22
C -2.50 2.76 2.87 -0.02
C -3.77 3.15 3.38 -0.11
C -4.91 2.57 2.97 -0.16
C -4.84 1.55 2.06 -0.08
C -3.60 1.10 1.62 -0.02
H -1.25 -2.87 6.34 0.07
H -1.67 -0.54 5.81 0.09
H -1.52 0.23 3.60 0.06
H -1.11 -3.60 2.04 0.11
H -1.01 -4.53 4.46 0.08
H -1.30 -2.09 0.63 0.11
H -1.62 3.27 3.23 0.09
H -3.76 3.95 4.08 0.08
H -5.87 2.98 3.32 0.10
H -5.78 1.14 1.68 0.11
H -3.46 0.29 0.99 0.08
```

(3)
The following is a quantum chemistry calculation of a 2-piece molecular cluster, CH5NO3S2 overall at a distorted geometry, from the OMol25 dataset.

highest occupied orbital energy (spin up / spin down)	-0.3427 / -0.3596	Eh
orbital gap (spin up / spin down)	7.294 / 8.730	eV
LUMO energy (spin up / spin down)	-2.03 / -1.05	eV
ΔE to the lowest compared entry with this formula, charge and spin	283.8	kJ/mol

```
12
Properties=species:S:1:pos:R:3:nbo_charge:R:1
C 1.05 -0.82 -0.79 -0.93
N -0.44 1.32 -0.22 -0.29
O 1.38 0.68 1.40 -0.95
O -0.56 -0.81 1.22 -0.92
O -0.03 2.46 0.29 -0.42
S -3.15 -0.66 -0.73 -0.15
S 0.40 0.04 0.57 2.19
H 1.33 -1.94 -0.48 0.28
H 0.28 -0.78 -1.62 0.29
H 1.97 -0.38 -1.10 0.26
H 0.68 2.18 0.90 0.48
H -2.91 -1.29 0.56 0.14
```

(4)
The following is a quantum chemistry calculation of a 2-piece molecular cluster, C5H11NOS2 overall, from the OMol25 dataset.

highest occupied orbital energy	-0.3179	Eh
orbital gap	8.497	eV
LUMO energy	-0.15	eV
ΔE to the lowest compared entry with this formula, charge and spin	315.2	kJ/mol
SMILES	CS/C=N/O.CCC=S

```
20
Properties=species:S:1:pos:R:3:nbo_charge:R:1
C -2.56 1.49 0.00 -0.60
C -3.68 0.51 -0.35 -0.48
C -3.19 -0.90 -0.35 -0.25
C 4.46 0.38 0.91 -0.75
C 2.92 -1.38 -0.49 -0.14
H -1.72 1.40 -0.70 0.20
H -2.18 1.31 1.01 0.21
H -2.92 2.52 -0.05 0.22
H -4.52 0.61 0.35 0.22
H -4.06 0.74 -1.36 0.22
H -2.37 -1.09 -1.06 0.19
H 3.99 1.20 0.36 0.23
H 3.87 0.16 1.80 0.23
H 5.48 0.66 1.20 0.23
H 2.72 -2.23 -1.13 0.21
H 0.13 -0.47 -0.07 0.47
N 1.99 -0.64 -0.04 -0.19
O 0.75 -1.10 -0.47 -0.57
S -3.72 -2.10 0.58 0.06
S 4.60 -1.08 -0.13 0.27
```

(5)
The following is a quantum chemistry calculation of C21H47N4PbSi3 as an isolated structure, from the OMol25 dataset.

highest occupied orbital energy	-0.1068	Eh
orbital gap	5.701	eV
LUMO energy	2.79	eV
ΔE to the lowest compared entry with this formula, charge and spin	0.0	kJ/mol
net charge	-1

```
76
Properties=species:S:1:pos:R:3:lowdin_charge:R:1
Pb -0.69 -0.36 0.81 0.94
C -1.80 4.18 0.34 -0.18
Si -0.34 3.07 0.74 0.29
C 1.17 4.21 0.71 -0.18
C -0.57 2.57 2.54 -0.21
N -0.27 1.65 -0.18 -0.25
C -0.09 1.54 -1.56 -0.33
C 0.14 2.66 -2.38 -0.07
C 0.36 2.56 -3.76 -0.14
C 0.32 1.31 -4.35 -0.14
C 0.07 0.18 -3.56 -0.08
C -0.14 0.25 -2.18 -0.34
N -0.41 -0.88 -1.40 -0.24
Si -0.50 -2.48 -1.96 0.30
C -1.84 -2.80 -3.24 -0.18
C 1.07 -3.20 -2.72 -0.19
C -0.93 -3.60 -0.50 -0.19
H -1.90 4.99 1.07 0.02
H -2.73 3.59 0.34 0.01
H -1.71 4.64 -0.66 0.02
H 0.90 5.19 1.11 0.02
H 1.54 4.36 -0.32 0.02
H 1.99 3.81 1.31 0.01
H -0.63 3.45 3.18 0.03
H 0.25 1.93 2.89 0.00
H -1.51 2.00 2.66 0.01
H 0.15 3.64 -1.92 0.07
H 0.54 3.45 -4.34 0.08
H 0.47 1.20 -5.42 0.08
H 0.03 -0.79 -4.04 0.07
H -1.65 -2.27 -4.18 0.02
H -2.82 -2.45 -2.86 0.02
H -1.92 -3.87 -3.45 0.02
H 1.52 -2.51 -3.45 0.02
H 0.84 -4.14 -3.23 0.02
H 1.83 -3.41 -1.96 0.01
H -1.51 -3.06 0.27 -0.03
H -0.04 -4.01 -0.01 0.02
H -1.55 -4.44 -0.83 0.03
C 3.34 -0.49 -0.98 -0.09
N 3.06 -0.20 0.42 -0.26
C 3.38 1.18 0.73 -0.11
C 3.72 -1.16 1.27 -0.22
C 3.32 -1.09 2.74 -0.22
N 1.95 -1.50 3.01 -0.30
C 1.53 -1.07 4.33 -0.12
C 1.74 -2.91 2.83 -0.12
H 4.43 -0.44 -1.21 0.09
H 2.82 0.23 -1.62 0.08
H 2.98 -1.48 -1.24 0.06
H 4.47 1.36 0.75 0.09
H 2.96 1.47 1.70 0.07
H 2.93 1.82 -0.02 0.08
H 4.82 -1.05 1.23 0.12
H 3.49 -2.15 0.88 0.11
H 3.42 -0.05 3.08 0.10
H 4.04 -1.69 3.32 0.12
H 2.13 -1.52 5.14 0.08
H 0.49 -1.34 4.48 0.08
H 1.61 0.02 4.41 0.08
H 2.43 -3.53 3.43 0.08
H 1.86 -3.19 1.78 0.07
H 0.71 -3.16 3.11 0.08
C -4.44 0.81 1.72 -0.28
Si -3.40 -0.08 0.38 0.34
C -4.35 -1.73 0.20 -0.27
C -3.82 0.86 -1.21 -0.25
H -5.50 0.83 1.42 0.01
H -4.10 1.85 1.87 0.00
H -4.37 0.30 2.69 0.01
H -5.41 -1.54 -0.04 0.02
H -4.31 -2.32 1.12 0.01
H -3.92 -2.35 -0.61 0.00
H -4.90 0.92 -1.39 0.02
H -3.35 0.36 -2.08 0.02
H -3.41 1.88 -1.18 0.00
```

(6)
The following is a quantum chemistry calculation of C12H11BrIN2O7P2S2SbSe4Ti as an isolated structure, from the OMol25 dataset.

highest occupied orbital energy	-0.1102	Eh
orbital gap	6.756	eV
LUMO energy	3.76	eV
ΔE to the lowest compared entry with this formula, charge and spin	0.0	kJ/mol
net charge	-2

```
44
Properties=species:S:1:pos:R:3:nbo_charge:R:1
Ti 1.30 0.34 1.24 1.10
S 0.48 0.00 3.46 -0.05
C -1.14 0.03 2.88 -0.19
S -1.18 0.37 1.20 -0.09
C -2.24 -0.19 3.66 -0.47
C -2.13 -0.47 5.05 0.32
N -2.05 -0.69 6.18 -0.38
C -3.56 -0.14 3.13 0.33
N -4.65 -0.09 2.73 -0.39
C 3.12 2.37 -2.90 -0.64
C 1.79 2.09 -2.23 -0.48
O 0.70 2.54 -3.07 -0.78
P 1.50 0.27 -2.07 2.42
O 0.33 0.00 -3.10 -0.98
O 2.69 -0.56 -2.63 -1.04
O 1.09 -0.14 -0.69 -1.10
P 1.60 3.07 -0.63 2.40
O 3.06 3.61 -0.30 -1.02
O 0.68 4.16 -1.04 -1.13
O 1.19 2.18 0.53 -1.11
H 3.14 1.91 -3.89 0.21
H 3.95 1.98 -2.32 0.26
H 3.24 3.45 -3.01 0.22
H 0.34 3.32 -2.59 0.53
H 0.00 0.89 -3.37 0.53
H 3.53 -0.55 -2.05 0.52
H 3.48 3.02 0.37 0.53
Se 6.55 -1.35 2.73 -0.73
Sb 4.81 -0.59 1.28 1.10
Se 3.56 1.41 2.15 -0.58
Se 2.64 -1.85 1.36 -0.56
Se 5.42 -0.20 -1.06 -0.79
Br -3.14 -3.86 2.76 0.06
C -3.43 -3.08 1.04 -0.10
C -4.72 -2.71 0.73 -0.22
C -5.00 -2.11 -0.49 -0.21
C -3.97 -1.89 -1.39 -0.20
C -2.68 -2.26 -1.07 -0.23
C -2.38 -2.87 0.16 -0.21
I -0.39 -3.25 0.57 0.28
H -5.50 -2.85 1.47 0.23
H -6.01 -1.80 -0.71 0.21
H -4.16 -1.41 -2.34 0.21
H -1.86 -2.06 -1.75 0.23
```

(7)
The following is a quantum chemistry calculation of a 6-piece molecular cluster, H12O5S2 overall at a distorted geometry, from the OMol25 dataset.

highest occupied orbital energy	-0.3380	Eh
orbital gap	9.467	eV
LUMO energy	0.27	eV
ΔE to the lowest compared entry with this formula, charge and spin	45.3	kJ/mol
SMILES	SS.O.O.O.O.O

```
19
Properties=species:S:1:pos:R:3:nbo_charge:R:1
S -1.83 -0.59 0.90 -0.12
S -2.96 -2.29 0.97 -0.12
H -2.35 0.05 -0.17 0.12
H -2.40 -2.98 -0.01 0.12
H 2.07 0.30 1.98 0.48
H 2.19 1.51 1.05 0.50
O 2.56 0.62 1.26 -0.98
H 3.08 2.17 -2.34 0.47
H 3.36 1.49 -0.99 0.48
O 3.33 1.32 -1.93 -0.94
H 0.58 2.31 -0.66 0.50
H 0.13 3.36 0.30 0.48
O 0.86 2.75 0.13 -0.99
H 1.58 -2.06 0.19 0.47
H 1.54 -0.59 -0.06 0.49
O 1.12 -1.43 -0.33 -0.97
H -0.03 0.29 -2.06 0.49
H 0.90 1.20 -2.65 0.48
O 0.12 1.23 -2.15 -0.96
```

(8)
The following is a quantum chemistry calculation of a single C2H6N2 molecule at a distorted geometry, from the OMol25 dataset.

highest occupied orbital energy	-0.3300	Eh
orbital gap	9.983	eV
LUMO energy	1.00	eV
ΔE to the lowest compared entry with this formula, charge and spin	119.7	kJ/mol
SMILES	[H]/N=C(/C)N

```
10
Properties=species:S:1:pos:R:3:nbo_charge:R:1
C 1.24 -0.04 -0.09 -0.67
C -0.22 0.24 -0.17 0.44
H 1.39 -1.15 -0.33 0.20
H 1.84 0.65 -0.69 0.25
H 1.56 0.16 0.97 0.24
H -0.70 -1.63 0.12 0.35
H -1.87 -0.60 0.46 0.37
H -1.48 1.77 0.10 0.36
N -1.14 -0.78 -0.22 -0.81
N -0.61 1.38 -0.13 -0.74
```

(9)
The following is a quantum chemistry calculation of C29H27BClGeN6O2Rh as an isolated structure at a distorted geometry, from the OMol25 dataset.

<S²>	0.7523
highest occupied orbital energy (spin up / spin down)	-0.4165 / -0.4357	Eh
spin multiplicity	2
orbital gap (spin up / spin down)	7.542 / 8.154	eV
LUMO energy (spin up / spin down)	-3.79 / -3.70	eV
ΔE to the lowest compared entry with this formula, charge and spin	0.0	kJ/mol
net charge	+1

```
68
Properties=species:S:1:pos:R:3:nbo_charge:R:1
Rh -0.32 0.10 0.06 1.01
C -0.01 4.26 0.91 -0.33
C 0.58 3.07 0.47 -0.03
N -0.34 2.11 0.43 -0.31
N -1.51 2.63 0.85 -0.30
C -1.33 3.93 1.14 0.02
B -2.79 1.72 1.00 0.54
N -3.05 1.05 -0.36 -0.30
C -4.14 1.02 -1.13 0.02
C -3.90 0.19 -2.21 -0.33
C -2.59 -0.24 -2.02 -0.01
N -2.09 0.28 -0.90 -0.29
N -2.51 0.60 2.01 -0.33
C -3.10 0.34 3.19 0.02
C -2.45 -0.73 3.78 -0.34
C -1.45 -1.06 2.87 -0.01
N -1.50 -0.27 1.81 -0.33
H 0.46 5.21 1.04 0.25
H 1.60 2.88 0.18 0.23
H -2.16 4.52 1.51 0.24
H -3.73 2.37 1.34 -0.01
H -5.02 1.57 -0.85 0.24
H -4.56 -0.06 -3.02 0.25
H -2.00 -0.91 -2.63 0.23
H -3.93 0.93 3.53 0.23
H -2.66 -1.19 4.73 0.25
H -0.69 -1.83 2.94 0.22
Cl 4.49 0.49 2.11 -0.01
C 3.53 -0.93 1.65 -0.47
C 2.42 -0.49 0.74 0.83
O 2.67 -0.49 -0.51 -0.74
O 1.33 -0.17 1.25 -0.64
H 3.11 -1.36 2.56 0.25
H 4.18 -1.64 1.15 0.25
C 5.00 3.85 -2.57 -0.19
C 4.34 3.34 -3.67 -0.19
C 3.47 2.27 -3.52 -0.23
C 3.25 1.70 -2.26 -0.43
C 3.92 2.22 -1.17 -0.23
C 4.79 3.29 -1.31 -0.21
Ge 2.01 0.22 -2.23 1.78
C 0.35 0.83 -3.07 -0.52
C -0.21 2.07 -2.79 -0.19
C -1.22 2.57 -3.58 -0.21
C -1.69 1.84 -4.67 -0.15
C -1.11 0.62 -4.98 -0.24
C -0.10 0.11 -4.17 -0.15
C 2.59 -1.44 -3.07 -0.52
C 1.74 -2.53 -3.20 -0.21
C 2.20 -3.73 -3.73 -0.21
C 3.52 -3.84 -4.15 -0.18
C 4.38 -2.76 -4.02 -0.22
C 3.92 -1.57 -3.47 -0.13
H 5.68 4.69 -2.68 0.23
H 4.51 3.76 -4.65 0.23
H 2.94 1.89 -4.39 0.22
H 3.80 1.78 -0.18 0.22
H 5.30 3.69 -0.45 0.22
H 0.16 2.66 -1.96 0.23
H -1.65 3.54 -3.35 0.23
H -2.48 2.24 -5.29 0.23
H -1.44 0.06 -5.84 0.23
H 0.35 -0.84 -4.43 0.23
H 0.71 -2.47 -2.88 0.20
H 1.53 -4.57 -3.83 0.22
H 3.88 -4.77 -4.57 0.23
H 5.41 -2.84 -4.34 0.23
H 4.60 -0.73 -3.36 0.21
```

(10)
The following is a quantum chemistry calculation of C4H5N3O4S as an isolated structure at a distorted geometry, from the OMol25 dataset.

highest occupied orbital energy	-0.3450	Eh
orbital gap	8.860	eV
LUMO energy	-0.53	eV
ΔE to the lowest compared entry with this formula, charge and spin	208.7	kJ/mol

```
17
Properties=species:S:1:pos:R:3:nbo_charge:R:1
C 2.15 -0.18 -0.56 -0.31
C 0.91 0.48 -1.01 -0.23
C 2.10 -0.62 0.70 0.03
C -0.13 0.25 -0.15 -0.16
N 0.82 -0.69 1.14 -0.25
N -1.96 0.77 -1.79 -1.09
N 0.14 -1.02 2.30 0.65
O 0.73 -1.80 3.01 -0.39
O -0.87 -0.44 2.50 -0.33
O -2.63 -0.59 0.21 -0.88
O -2.06 1.88 0.32 -0.90
S -1.87 0.53 -0.20 2.31
H 3.08 0.06 -1.05 0.23
H 0.61 0.92 -2.01 0.25
H 2.78 -1.14 1.27 0.24
H -2.19 0.03 -2.46 0.42
H -1.60 1.57 -2.22 0.41
```

(11)
The following is a quantum chemistry calculation of C24H43BeN2OP2 as an isolated structure at a distorted geometry, from the OMol25 dataset.

highest occupied orbital energy	-0.3690	Eh
orbital gap	7.004	eV
LUMO energy	-3.04	eV
net charge	+1

```
73
Properties=species:S:1:pos:R:3:lowdin_charge:R:1
Be 0.76 0.06 -0.08 -0.51
P 0.32 0.19 -2.25 1.10
P 1.46 -0.65 1.91 1.08
N 1.71 -1.87 -0.78 -0.14
C 0.47 -1.59 -2.88 -0.27
H -0.46 -1.90 -3.39 0.09
H 1.28 -1.64 -3.63 0.08
C 0.77 -2.53 -1.71 -0.26
H -0.15 -2.76 -1.15 0.11
H 1.19 -3.49 -2.08 0.12
C 2.29 -2.72 0.30 -0.25
H 3.35 -2.44 0.40 0.12
H 2.26 -3.78 0.00 0.12
C 1.57 -2.50 1.63 -0.29
H 2.07 -3.05 2.45 0.09
H 0.53 -2.87 1.57 0.08
C 0.43 -0.44 3.48 -0.49
C -1.03 -0.04 3.19 -0.12
H -1.64 -0.89 2.86 0.07
H -1.08 0.75 2.42 0.05
H -1.48 0.36 4.11 0.09
C 3.20 -0.18 2.46 -0.52
C 3.29 1.34 2.66 -0.14
H 4.20 1.74 2.17 0.09
H 3.36 1.60 3.74 0.07
H 2.41 1.84 2.24 0.04
C 1.45 1.12 -3.43 -0.49
C 1.04 2.60 -3.51 -0.11
H 1.86 3.25 -3.85 0.10
H 0.71 2.94 -2.51 0.06
H 0.20 2.72 -4.22 0.07
C -1.44 0.61 -2.79 -0.51
C -1.92 1.96 -2.25 -0.11
H -3.02 2.01 -2.28 0.09
H -1.53 2.81 -2.85 0.07
H -1.59 2.11 -1.21 0.04
C 0.46 1.75 0.32 -0.09
C 3.75 -0.96 3.66 -0.12
H 2.96 -1.53 4.17 0.07
H 4.55 -1.67 3.37 0.09
H 4.18 -0.26 4.40 0.09
C 1.40 0.48 -4.83 -0.14
H 1.33 1.25 -5.61 0.09
H 2.31 -0.12 -5.00 0.09
H 0.53 -0.20 -4.94 0.04
C -1.68 0.47 -4.30 -0.11
H -2.74 0.66 -4.54 0.09
H -1.07 1.19 -4.88 0.07
H -1.43 -0.55 -4.67 0.07
C 1.11 0.58 4.41 -0.12
H 1.27 1.56 3.92 0.07
H 0.48 0.76 5.30 0.09
H 2.09 0.20 4.74 0.05
H 0.43 -1.43 3.97 0.11
H -2.01 -0.17 -2.27 0.09
H 3.80 -0.43 1.56 0.09
H 2.48 1.05 -3.03 0.10
O 0.34 2.89 0.57 0.12
H 2.49 -1.48 -1.32 0.10
H 2.31 0.66 -0.31 0.06
N -0.84 -0.53 0.19 0.16
C -1.98 -0.46 0.37 -0.05
C -3.34 -0.21 0.77 -0.21
C -3.75 1.13 0.90 -0.02
C -5.04 1.43 1.33 -0.04
C -5.94 0.40 1.63 -0.04
C -5.54 -0.93 1.49 -0.04
C -4.24 -1.24 1.06 -0.01
H -3.06 1.94 0.69 0.11
H -5.35 2.47 1.44 0.12
H -6.94 0.64 1.97 0.12
H -6.23 -1.73 1.73 0.11
H -3.93 -2.28 0.97 0.12
```